1.
Density functional theory data (ωB97M-V/def2-TZVPD) for a molecular structure, C11H15ClN2O2SSn.

Calculated values
- E (eV) = -47895.2382
- charge = +2

CARTESIAN COORDINATES (ANGSTROEM)
Cl 2.15427 -3.40811 -0.12562
C -1.40931 -2.03895 -2.12128
C -2.43524 -1.83041 -1.19110
C -2.34161 -2.81174 -0.17791
H -3.22809 -1.10940 -1.30406
C -1.18048 -3.62602 -0.42053
C -0.63107 -3.14616 -1.68782
H 0.12151 -3.69617 -2.24199
H -1.29610 -1.53259 -3.06980
H -3.07347 -3.04939 0.56233
C -0.81065 -4.90231 0.25954
Sn 0.34553 -1.59365 0.20804
C -0.42760 -0.63097 2.68974
O -0.64241 0.25884 3.37763
C 2.83960 -0.94232 -0.61629
O 3.98599 -0.94800 -0.76966
H -1.10170 -4.88477 1.32530
H 0.26007 -5.13630 0.12131
H -1.38647 -5.72868 -0.21009
C -0.52491 4.58942 0.86989
N -0.20024 3.18276 1.06159
C 0.40263 2.48571 0.03975
S -0.32275 1.12428 -0.75101
N 1.62743 2.87343 -0.30902
C 2.36600 3.97974 0.27652
H 0.11676 5.03553 0.11713
H -0.39083 5.14375 1.80296
H -1.57308 4.61203 0.56843
H -0.95559 2.64178 1.45461
H 2.05802 2.32917 -1.03848
H 3.34894 3.61343 0.56716
H 2.47295 4.81915 -0.41568
H 1.83191 4.32694 1.14841

Forces on atoms 1 to 6 (eV/Å):
-0.9605 0.4853 0.6002
2.3415 -1.5749 -0.6472
-1.0444 -0.7138 0.9159
1.1941 -0.2558 0.0781
-0.0890 0.0663 0.0910
-1.9116 -0.0907 0.7464

=====

2.
Density functional theory data (ωB97M-V/def2-TZVPD) for a molecular structure, C5H9GdMgO4.

Calculated values
- charge = +1
- relative energy (zero: lowest compared OMol25 entry of this formula, charge and spin) (kcal/mol) = 157.7
- spin multiplicity = 9
- <S²> = 20.04

CARTESIAN COORDINATES (ANGSTROEM)
O -0.92526 -1.37405 -0.60537
C -2.17731 -1.35117 -0.00112
C -2.43554 0.06769 0.47902
O -2.14517 0.89672 -0.64204
C -3.28073 1.33472 -1.37258
Mg -0.21624 1.14461 -1.42708
H -2.46949 -2.04039 0.81052
H -2.90853 -1.59546 -0.79585
H -1.81749 0.40389 1.32411
H -3.46947 0.16798 0.84373
H -3.02333 2.22830 -1.95484
H -3.56724 0.52986 -2.06209
H -4.09847 1.52094 -0.66084
O 2.64876 -1.26742 0.78850
C 3.29835 -0.16983 0.75962
C 2.47178 0.99708 0.22203
O 1.14123 0.70224 -0.08775
Gd 0.98364 -1.38756 0.12148
H 3.04871 1.42441 -0.62275
H 2.48629 1.77446 1.01307

Forces on atoms 1 to 6 (eV/Å):
-1.2405 -0.2447 0.2143
-1.5425 0.4916 -0.7471
-0.3893 -0.6182 0.2931
0.4432 1.2769 0.4835
-0.7423 -0.2878 -0.4133
-0.8081 0.1191 -0.5002

=====

3.
Density functional theory data (ωB97M-V/def2-TZVPD) for a molecular structure, C23H27N5O5PS2Ta.

Calculated values
- charge = +1
- relative energy (zero: lowest compared OMol25 entry of this formula, charge and spin) (kcal/mol) = 62.4
- spin multiplicity = 2
- <S²> = 0.76

CARTESIAN COORDINATES (ANGSTROEM)
Ta -1.07324 0.01872 0.03282
C -0.58409 0.95985 4.47034
C -0.99087 0.92749 3.04068
N -0.44626 0.18429 2.14502
N 0.63621 -0.59665 2.49224
C 1.31013 -0.82117 1.41229
O 0.93132 -0.30321 0.24946
C 2.50615 -1.67399 1.41621
C 3.14252 -1.96242 0.21070
C 4.25416 -2.78996 0.20002
C 4.73018 -3.32680 1.38768
C 4.09491 -3.04078 2.59093
C 2.98317 -2.21843 2.60864
C -2.03403 1.80685 2.50357
C -2.73644 2.69301 3.30039
C -3.67375 3.52876 2.71629
C -3.87029 3.44608 1.35014
C -3.14406 2.52515 0.61630
N -2.23299 1.70874 1.16680
H 0.17105 0.20604 4.66176
H -0.18309 1.94335 4.72385
H -1.45103 0.77998 5.10807
H 2.76152 -1.53768 -0.70866
H 4.75030 -3.01400 -0.73475
H 5.60010 -3.97023 1.37838
H 4.47056 -3.46061 3.51429
H 2.47748 -1.98907 3.53648
H -2.54683 2.72600 4.36307
H -4.23497 4.23061 3.31788
H -4.58388 4.07846 0.84211
H -3.29647 2.42760 -0.44583
C -0.42232 4.87006 -2.74880
C -0.94151 4.01969 -1.61511
O -1.76476 2.93659 -2.11941
P -1.10167 1.47654 -2.18065
S -3.29322 -0.13165 -1.09897
S -2.57353 0.30680 -3.03080
O 0.08933 1.64947 -3.20233
C 1.48867 1.44074 -2.83102
C 2.27217 1.15278 -4.08329
H 0.14630 5.70795 -2.34355
H -1.24949 5.26459 -3.33711
H 0.22507 4.29221 -3.40749
H -1.58673 4.59253 -0.94888
H -0.12025 3.60963 -1.01482
H 1.55274 0.61789 -2.11922
H 1.82213 2.36389 -2.35132
H 1.91159 0.23577 -4.53899
H 3.32686 1.03510 -3.83014
H 2.17933 1.97797 -4.78913
C -1.35671 -4.70855 0.77507
N -0.96200 -3.89127 -0.37195
C -0.41068 -4.42919 -1.52195
C 0.04507 -3.65632 -2.51496
C 0.00026 -2.19953 -2.40273
O 0.48117 -1.43012 -3.20645
N -0.68275 -1.73880 -1.28103
C -1.05293 -2.55403 -0.30732
O -1.49110 -1.95113 0.74636
H -1.34872 -5.75038 0.46861
H -2.35750 -4.43285 1.09633
H -0.66173 -4.56440 1.60065
H -0.37560 -5.50884 -1.55222
H 0.47508 -4.08912 -3.40456

Forces on atoms 1 to 6 (eV/Å):
0.0075 -0.2849 0.1553
-0.0010 0.0055 -0.0066
-0.1229 0.0452 -0.0242
-0.0679 0.1167 -0.0115
0.0078 0.0082 0.1037
0.2291 0.0859 -0.3505

=====

4.
Density functional theory data (ωB97M-V/def2-TZVPD) for a molecular structure, C2H6O2.

Calculated values
- charge = 0
- relative energy (zero: lowest compared OMol25 entry of this formula, charge and spin) (kcal/mol) = 18.6

CARTESIAN COORDINATES (ANGSTROEM)
C 0.01915 0.45049 -1.09210
C 1.06235 -0.10662 -0.26978
O 1.05491 -1.20310 0.32985
O 2.19124 0.67878 -0.22118
H 0.42758 0.85524 -2.08126
H -0.81656 -0.29753 -1.19323
H -0.37316 1.36937 -0.57624
H -0.91878 1.30808 1.13403
H -1.04438 1.67415 1.81661
H 2.91926 0.31853 0.35200

Forces on atoms 1 to 6 (eV/Å):
-1.7897 1.4469 -1.5155
3.1485 -3.5467 2.7154
-0.4393 2.9864 -1.6143
-0.0729 -0.0143 0.1948
-0.5940 -0.8909 1.2735
0.9730 0.9059 -0.1357